C4H12OS | the ωB97M-V functional and the def2-TZVPD basis

Geometry as XYZ:
```
18
Properties=species:S:1:pos:R:3:forces:R:3
S -1.204543 -2.512522 0.400218 -0.0787 0.1311 0.1919
O 2.002546 1.761616 -1.509416 0.3754 0.3093 0.4159
C -0.923008 -1.768932 2.051622 -0.6860 -0.2928 -0.4396
C -0.119861 0.707488 -1.058592 0.2966 0.2832 -0.6641
C 0.892074 2.351576 0.521728 0.3084 -0.2475 0.0964
C 0.723967 1.979876 -0.934538 -0.4258 -0.2960 0.0641
H -0.158733 -1.003021 2.013878 0.1840 -0.0609 0.1558
H 0.240242 2.814902 -1.454074 -0.1074 -0.0482 -0.0756
H -1.115114 0.810321 -0.630144 0.0459 0.0066 0.1877
H -0.700908 -2.601248 2.710471 0.4277 0.0923 0.0845
H -0.256280 0.461328 -2.117936 -0.0656 0.0360 0.0184
H 1.918471 1.173523 -2.255736 -0.0926 -0.1871 -0.3297
H -0.094076 2.490857 0.960787 0.0038 0.1070 0.1392
H 1.497763 3.242980 0.676394 -0.0858 0.1143 -0.1588
H 0.421326 -0.131823 -0.624643 -0.1279 -0.0135 0.2703
H -2.084276 -1.599154 -0.042932 0.1295 -0.0801 0.0191
H -1.861044 -1.355684 2.410294 0.0038 0.1563 -0.0106
H 1.402834 1.534276 1.038843 -0.1053 -0.0099 0.0351
```
Forces are in eV/Å.

Spin multiplicity   1
Orbital gap   10.0 eV
HOMO level   -9.1 eV
M   108.21 g mol⁻¹
Energy above the lowest of the compared OMol25 structures with the same formula, charge and spin   12.5 kcal/mol
Strongest force on any atom   0.017 Eh/bohr
Total energy   -633.007202 hartree



C3H6N2OS2 | the ωB97M-V functional and the def2-TZVPD basis

Geometry as XYZ:
```
14
Properties=species:S:1:pos:R:3:forces:R:3
S 0.112928 2.079626 1.529426 -0.6325 1.2055 -0.5220
S 2.423422 0.811506 0.094472 0.5218 0.0769 0.2657
O 0.682571 -1.989628 2.205052 0.4770 0.1773 -1.3467
N -0.184232 -1.244548 1.817226 -1.7514 0.9572 1.3439
N 0.001453 -0.406664 0.805311 0.4652 -0.5313 -1.7346
C -0.911524 0.785634 0.700080 2.9467 -0.3951 -1.2117
C 1.439162 2.399795 0.340412 -1.5394 -2.9698 -1.3494
C 1.185076 -0.548767 -0.097096 -1.9077 0.6071 -0.2606
H -1.709393 0.667050 1.395244 -0.8923 -0.3368 0.0692
H 0.843819 -0.529889 -1.166205 -0.0231 0.0457 1.0160
H 1.475711 -1.597592 0.116929 0.9796 0.9832 0.0333
H 2.059510 3.136467 0.707493 1.6888 1.1168 1.4518
H 1.163867 2.833917 -0.624026 -0.6647 -0.4783 0.0018
H -1.173893 1.011571 -0.415839 0.3320 -0.4584 2.2431
```
Forces are in eV/Å.

Spin multiplicity   1
Orbital gap   9.5 eV
HOMO level   -8.9 eV
M   150.23 g mol⁻¹
Energy above the lowest of the compared OMol25 structures with the same formula, charge and spin   100.1 kcal/mol
Strongest force on any atom   0.070 Eh/bohr
Total energy   -1098.914446 hartree



C41H45HgNP2 | the ωB97M-V functional and the def2-TZVPD basis

Geometry as XYZ:
```
90
Properties=species:S:1:pos:R:3:forces:R:3
Hg 3.366676 1.176659 -1.099287 -0.4914 -3.3517 1.0506
P -0.169810 1.185460 1.269319 2.0193 -0.2644 -0.0150
P -0.740297 -1.666665 -2.253505 0.0737 -1.0275 0.1392
N -1.857730 -2.567551 2.478995 0.3087 0.5474 -0.1316
C 3.294374 3.658511 0.735629 -0.6370 0.0145 0.6275
C -3.011842 -3.131583 2.030579 0.6604 -2.1762 1.2939
C 0.968720 -0.122218 -3.947514 0.4460 -0.5261 -0.2609
C 0.043077 -3.206595 3.974812 0.5140 0.1133 0.2234
C 1.082619 2.511307 0.556820 -1.8708 1.1095 1.8562
C -3.494277 3.137446 2.741741 -0.0624 0.0022 -0.1576
C -1.245714 -3.455312 3.308580 -2.0734 -1.5750 -0.5690
C 2.116606 0.023501 -4.741110 -0.2072 -0.0369 0.2910
C 2.807380 2.963399 -2.147850 2.1545 2.7307 -0.6575
C 4.363918 3.915086 -0.335503 0.2498 -0.4636 0.3171
C 0.731042 0.612952 2.744921 0.2409 -0.3319 0.1644
C 3.403923 -0.890522 -0.774362 0.5697 -0.5328 -0.7954
C -3.502561 -1.531291 -3.009024 0.3821 -0.2253 -0.2594
C -0.538150 -0.158954 -1.232853 0.2395 0.9131 1.4387
C -2.544221 0.529999 2.533572 0.5150 -0.0676 -0.1133
C 1.130965 0.573320 5.137590 0.1805 0.0864 -0.1386
C 2.640410 -2.322993 -4.418463 0.1147 0.1369 -0.0233
C 0.383428 1.020021 4.045310 -0.0182 -0.1775 -0.2955
C 2.963041 -1.070773 -4.951936 -0.1165 0.0153 0.1267
C -4.540909 -1.907826 -3.870037 0.2075 0.2150 -0.0749
C 0.656773 -1.380223 -3.393748 0.5840 0.1896 -0.0795
C -2.320069 2.889673 2.021528 0.2473 -0.2351 0.1373
C -2.027901 -4.653889 3.392849 0.9646 1.4045 0.0706
C 1.493439 -2.484081 -3.643421 -0.0783 0.6597 0.0502
C -3.937380 -2.460270 1.102294 -0.3128 0.3725 -0.2733
C 0.566821 3.131139 -0.746020 -0.6441 -0.1919 -0.4742
C 2.578677 2.298694 0.640068 -0.1956 -0.4621 1.2634
C -1.926309 -1.818735 -4.823683 0.0554 -0.1447 0.3134
C -2.157419 -1.586988 -3.450360 -0.6105 0.7950 -0.2774
C -0.259215 -0.194886 0.116406 -0.8440 -1.0925 -1.9014
C -1.809764 1.579998 1.948232 -0.9268 0.8893 -0.2256
C 1.614639 3.785343 -1.670218 -0.2915 0.0093 0.2444
C 2.262390 -0.223276 4.944153 -0.2086 -0.1393 -0.3144
C -3.155207 -4.447133 2.584707 0.0581 1.6181 -0.7677
C 2.586171 -0.665085 3.656326 -0.0592 0.2163 -0.0996
C -2.966402 -2.183615 -5.682012 -0.1145 0.0973 0.3101
C -4.202994 2.090884 3.346092 0.5115 -0.2329 -0.0591
C -4.272682 -2.266228 -5.196713 0.2968 0.0719 0.1546
C 4.121427 3.132047 -1.600063 -1.3589 2.6322 -2.3762
C -3.704626 0.779875 3.265982 -0.1034 0.6179 -0.1738
C 1.829907 -0.240441 2.559249 0.0708 0.0597 0.1733
H -0.478867 1.672756 4.192987 0.2125 -0.2686 0.0503
H 1.252096 -3.439634 -3.175168 0.0948 0.2187 -0.2008
H 0.830883 0.836345 6.152257 0.0889 0.0826 -0.3179
H 1.981626 4.706440 -1.189532 -0.0745 -0.3194 -0.3591
H -0.546234 0.780070 -1.796847 -0.3561 -0.1914 0.5016
H -3.402415 -2.050699 0.230791 -0.1524 -0.0238 0.0473
H 2.546726 4.460943 0.678748 0.1939 -0.0402 0.2106
H 3.893764 -0.934211 -5.507113 -0.3483 -0.1003 0.0759
H 0.317290 0.736976 -3.775774 0.1345 -0.2322 -0.0899
H -0.915625 -1.727066 -5.226796 -0.3156 -0.2167 0.1507
H 2.120028 -0.538228 1.545719 -0.1540 -0.0520 0.4449
H 0.840501 -3.826189 3.535941 0.0450 0.1870 0.1436
H -4.463437 -1.627672 1.594446 -0.0823 -0.0093 -0.2362
H 2.877995 -0.519302 5.797847 -0.3078 -0.0037 -0.3001
H -3.995150 -5.095553 2.387008 0.0119 -0.1823 0.0585
H 3.307779 -3.171372 -4.574720 -0.1689 0.2365 -0.0052
H -1.754882 -5.508744 3.991162 -0.1179 -0.1791 0.0116
H 2.851567 1.701491 1.519036 -0.2866 0.2943 -0.1677
H 1.077137 4.082743 -2.591720 0.2701 -0.0658 0.4397
H 3.704314 -1.332736 -1.735048 -0.0794 -0.3656 0.5970
H -2.746035 -2.413872 -6.725443 -0.0819 0.1098 0.2808
H 2.730913 2.680978 -3.209753 0.2540 -0.2708 0.5966
H -3.856943 4.163640 2.841085 0.0825 -0.3507 -0.1559
H -0.198077 3.895473 -0.502973 0.3386 -0.3346 -0.2237
H 4.125123 -1.136764 0.021108 -0.2852 -0.0104 -0.3279
H 2.355285 1.000424 -5.178310 -0.0565 -0.4103 0.1568
H 4.421734 4.999416 -0.525885 0.0183 -0.3431 -0.3141
H -0.025451 -3.457890 5.042553 0.1890 0.1180 -0.1299
H 4.972976 3.057218 -2.281288 -0.2450 -0.5318 0.1830
H 0.323312 -2.152806 3.871248 -0.0106 -0.1546 0.0985
H -1.786349 3.701251 1.522229 -0.1723 -0.0812 0.2865
H -5.076022 -2.589321 -5.857218 0.1382 0.0995 0.1936
H -4.211397 -0.036945 3.789987 0.2096 0.2059 -0.4226
H -5.574397 -1.920912 -3.519223 0.3417 0.0643 0.0037
H 0.835612 3.249234 1.356544 0.0279 0.1075 -0.1269
H -3.716394 -1.189791 -1.992542 -0.0179 -0.4142 -0.2279
H 0.038360 2.363893 -1.321722 0.2152 0.2988 -0.0515
H -4.685931 -3.180551 0.749767 0.0826 0.2334 -0.0183
H 2.398055 -1.237713 -0.506872 0.2728 0.1020 -0.0545
H 5.338454 3.633988 0.090228 -0.0900 0.0380 -0.3401
H -0.201469 -1.189554 0.603025 -0.2963 0.4518 -0.0910
H 3.773482 3.757222 1.723681 -0.1633 0.0153 -0.3033
H -2.184658 -0.497916 2.428350 0.0453 -0.2739 0.2601
H 3.419035 -1.355452 3.499024 -0.2429 0.3200 0.0626
H -5.135259 2.292212 3.881103 0.3986 -0.0198 -0.1211
```
Forces are in eV/Å.

Spin multiplicity   1
Orbital gap   3.5 eV
HOMO level   -4.6 eV
M   814.36 g mol⁻¹
Energy above the lowest of the compared OMol25 structures with the same formula, charge and spin   83.0 kcal/mol
Strongest force on any atom   0.074 Eh/bohr
Total energy   -2479.908607 hartree



C39H42Br3F6N2O6P3SSeZr | the ωB97M-V functional and the def2-TZVPD basis

Geometry as XYZ:
```
104
Properties=species:S:1:pos:R:3:forces:R:3
Zr -0.577861 0.583586 -0.265130 0.8271 0.1282 0.0303
Br 2.141033 4.959670 0.573415 0.0191 -0.0255 -0.0248
Br -0.248745 4.938673 5.672668 0.0004 0.0067 0.0104
Br -2.994527 -0.529310 -0.263924 0.1849 -0.0625 -0.0185
Se -1.579581 -1.094204 -4.198201 -0.0731 0.0784 -0.0874
S 1.327899 -3.679628 -1.551662 0.0019 0.0448 -0.0698
P -0.570924 -2.287683 1.993937 -0.0230 -0.0091 -0.2082
P -2.217722 2.965936 -2.068887 0.1594 -0.2710 -0.1117
P 2.019712 1.117064 -1.710318 -0.2088 -0.0517 0.1022
F -1.111985 1.539199 -2.177306 -0.0422 0.0865 0.1281
F -3.189366 4.188254 -1.851943 -0.0375 0.0205 -0.0107
F -3.406676 1.962965 -2.365886 0.0088 0.0034 0.0003
F -2.261031 2.514301 -0.488419 -0.1124 0.1743 0.1017
F -0.928019 3.838828 -1.761146 -0.0404 0.0007 -0.0101
F -1.992244 3.177600 -3.627095 -0.0197 0.0354 -0.0455
O 2.509771 1.124541 2.168127 0.0197 -0.0865 0.0034
O 0.341775 2.458142 0.212566 -0.0177 -0.2497 -0.1854
O -1.241544 -3.308925 0.955994 -0.1022 -0.0255 0.1114
O 0.940868 -2.865505 1.960939 -0.0596 -0.0568 0.1759
O -1.010914 -2.912598 3.464314 0.0081 -0.1520 0.0095
O 1.131412 0.020424 0.803648 -0.5283 0.0345 -0.0407
N -0.064644 -1.278970 -1.327860 -0.0459 0.2435 0.1967
N -1.339033 1.365265 1.897113 -0.1354 0.0440 -0.1745
C -3.470466 -5.339227 -4.742699 -0.0031 0.0014 -0.0111
C -0.855348 3.020895 3.607321 0.0058 0.0326 0.0123
C -2.131621 -2.332113 4.126728 0.0193 0.0207 0.0313
C 2.260223 -3.100590 3.974136 0.0167 -0.0173 0.0169
C -2.304080 -5.343689 0.338509 -0.0014 0.0105 -0.0201
C 2.341727 -0.853202 -3.680395 -0.0290 0.0299 -0.0611
C -2.124426 -5.126491 -5.008130 -0.0064 0.0050 -0.0022
C 1.438461 3.037178 -3.572227 -0.0274 0.0086 0.0241
C -0.064562 4.141092 3.959905 0.0093 0.0064 -0.0442
C 4.378134 0.138705 -2.888721 -0.0087 -0.0469 0.0482
C 3.406046 3.548691 -2.299849 0.0431 -0.0402 -0.0304
C -2.618879 1.427270 3.906515 0.0081 0.0030 0.0000
C 1.618616 4.190857 -4.319072 0.0100 0.0057 -0.0070
C -1.878206 2.461655 4.400351 0.0081 -0.0333 -0.0115
C -2.342563 -2.784359 -4.468673 0.0163 -0.0982 0.0497
C 0.818427 4.677531 3.070417 0.0054 -0.0065 0.0294
C -4.084363 -6.701846 -4.905674 -0.0048 -0.0208 0.0058
C 1.906626 -2.216477 2.798142 0.0191 0.0614 -0.0607
C 3.588148 4.702737 -3.046648 0.0015 0.0165 -0.0013
C 2.327782 2.706451 -2.552312 0.0089 0.0413 0.0167
C 2.693343 5.027529 -4.056432 -0.0273 -0.0032 -0.0014
C -0.643755 2.450636 2.337447 -0.0396 0.0924 -0.0099
C 0.259895 3.013970 1.386403 -0.0419 0.0504 0.0181
C -4.614780 -1.862549 -3.770794 -0.0139 0.0287 0.0127
C 2.986807 0.029688 -2.825557 0.0747 0.0444 0.0155
C -4.249657 -4.256858 -4.348825 0.0027 0.0037 -0.0181
C -0.077240 -3.720263 -5.171770 0.0115 0.0072 -0.0193
C 0.524096 -2.295287 -1.415073 -0.0879 -0.0615 0.0357
C -3.718432 -2.984113 -4.207794 0.0320 0.0153 -0.0157
C 3.023995 1.120646 -0.166326 0.0335 0.0106 0.0139
C 3.074808 -1.629938 -4.571240 -0.0257 0.0017 0.0191
C -1.542913 -3.871934 -4.883181 0.0023 0.0221 0.0129
C 2.181423 0.766330 1.058662 0.0535 0.0258 -0.1092
C -1.105094 -4.733724 1.028300 0.0773 -0.0434 -0.0405
C -3.445479 -2.566892 3.399612 0.0018 -0.0022 0.0034
C 5.108455 -0.635981 -3.771681 -0.0093 -0.0101 -0.0217
C -2.314166 0.897781 2.641682 0.1586 -0.1240 0.0729
C 0.966087 4.130307 1.786104 -0.0810 0.0023 0.0122
C 4.453633 -1.527609 -4.614989 0.0273 0.0003 -0.0057
H -2.204448 -6.430092 0.297539 -0.0002 -0.0093 0.0091
H -3.367054 -2.298656 2.344151 -0.0113 0.0397 0.0002
H -4.235103 -1.957220 3.845222 -0.0143 -0.0289 0.0408
H -4.767576 -6.926728 -4.085582 0.0019 0.0055 0.0043
H -1.957369 -1.261063 4.270807 0.0157 -0.0049 -0.0510
H -5.303661 -4.409516 -4.141115 -0.0055 -0.0038 0.0013
H 1.382716 -3.279723 4.594894 -0.0061 0.0027 -0.0045
H 4.113959 3.314796 -1.515154 0.0039 -0.0005 0.0058
H -4.492086 -0.982057 -4.400057 -0.0121 -0.0142 -0.0196
H 3.511114 2.073050 0.032501 0.0093 -0.0099 -0.0144
H 5.022823 -2.138352 -5.304959 0.0010 -0.0013 0.0032
H -4.658639 -6.760227 -5.833554 0.0015 0.0047 -0.0016
H 0.306995 -4.621725 -5.650711 0.0124 0.0016 0.0120
H -2.077124 2.875380 5.379579 -0.0090 0.0036 0.0008
H -2.868788 0.065356 2.231743 -0.0127 0.0038 0.0113
H 0.586373 2.398960 -3.772914 0.0092 0.0078 0.0082
H 2.778303 -2.023577 2.171218 0.0069 -0.0056 0.0091
H 4.896566 0.842356 -2.246674 -0.0030 -0.0025 -0.0036
H 3.033259 -2.625547 4.581714 0.0002 0.0118 -0.0040
H 2.829189 5.934493 -4.632134 0.0085 0.0015 -0.0037
H -3.226350 -5.095743 0.866261 0.0007 0.0096 0.0066
H -2.151569 -2.792998 5.115741 -0.0311 0.0441 0.0161
H -5.657036 -2.181023 -3.799942 -0.0024 0.0054 0.0244
H -3.746172 -3.613818 3.459248 0.0318 -0.0164 -0.0374
H 2.556710 -2.323930 -5.220103 -0.0006 -0.0010 -0.0115
H 1.532341 -1.241857 3.127447 0.0108 -0.0137 0.0010
H 0.479478 -3.558118 -4.246718 0.0112 -0.0018 0.0148
H -3.433632 0.997898 4.472927 0.0020 -0.0049 0.0061
H 3.794227 0.350522 -0.251359 0.0112 0.0175 0.0309
H -2.381633 -4.962383 -0.680402 0.0183 -0.0029 -0.0099
H 1.262604 -0.934401 -3.667641 -0.0269 -0.0257 0.0413
H -3.320268 -7.478185 -4.937791 0.0025 0.0014 0.0016
H -1.038195 -5.044911 2.073624 -0.0275 0.0060 0.0043
H 0.113496 -2.863089 -5.817281 -0.0177 -0.0050 -0.0195
H 4.429204 5.352064 -2.836233 0.0018 0.0001 0.0061
H -1.504594 -5.962780 -5.313619 -0.0026 -0.0023 -0.0048
H 1.410710 5.540524 3.339791 -0.0118 0.0032 0.0106
H -0.179467 -5.008460 0.521105 -0.0069 0.0092 0.0240
H 0.907366 4.438810 -5.096237 -0.0051 0.0075 0.0024
H 6.186755 -0.542731 -3.808726 0.0029 -0.0012 0.0044
H -4.369830 -1.545557 -2.756483 0.0208 0.0206 0.0481
H 2.636860 -4.062928 3.624813 0.0001 -0.0024 -0.0055
```
Forces are in eV/Å.

Spin multiplicity   2
Orbital gap (alpha / beta)   7.5 / 6.5 eV
HOMO level (alpha / beta)   -5.8 / -5.8 eV
M   1283.65 g mol⁻¹
Net charge   -1
Energy above the lowest of the compared OMol25 structures with the same formula, charge and spin   0.0 kcal/mol
Strongest force on any atom   0.016 Eh/bohr
Total energy   -14264.942448 hartree